Computed, not measured: an isolated molecule of C19H18O5S at a distorted geometry, with ωB97M-V/def2-TZVPD.

Each line ends with the Löwdin charge.
Element x y z (Å)
S: -3.84979 3.33178 -0.01702  0.62
O: 3.28047 -1.60915 -1.48760  0.09
O: 4.46979 1.37471 2.50463  0.14
O: 3.84708 -0.20469 3.74832  0.11
O: -3.70261 4.67670 0.48269  -0.34
O: -3.98884 3.08940 -1.45601  -0.35
C: -0.07877 -0.18641 -0.81219  0.02
C: -0.00530 1.02194 1.25794  0.02
C: 1.33664 -2.35706 -2.44226  -0.10
C: 1.32489 0.61157 1.54620  -0.14
C: 1.24450 -3.44359 -4.63177  -0.08
C: -1.90373 1.50662 -0.40129  -0.02
C: 2.05767 -1.41718 -1.55067  -0.32
C: 1.90945 -2.59451 -3.76469  0.02
C: 1.23565 -0.68941 -0.58538  -0.10
C: -2.43204 2.44558 0.43301  -0.18
C: 3.51337 0.68124 3.02685  -0.56
C: 1.20193 0.71633 4.15931  -0.04
C: -5.28844 2.61444 0.90776  -0.11
C: 1.94431 -0.22555 0.61241  0.07
C: 2.00937 1.15022 2.87978  -0.16
C: -0.52959 -3.73992 -3.01344  -0.13
C: -0.65560 0.76762 0.02593  -0.18
C: 0.02827 -3.99408 -4.25102  -0.09
C: 0.12620 -3.01298 -2.15906  -0.10
H: -5.42104 1.60521 0.56927  0.05
H: -2.00851 2.84747 1.40040  0.12
H: -0.59363 -4.68103 -4.85296  0.11
H: -6.22052 3.25650 0.64967  0.11
H: -0.40142 -2.98210 -1.18193  0.13
H: 1.86215 2.24697 2.79740  0.14
H: -2.28318 1.13078 -1.36256  0.13
H: 1.70046 0.84332 5.10737  0.08
H: 2.90447 -0.73552 0.77286  0.13
H: -1.50130 -4.27441 -2.70726  0.14
H: 5.23996 1.03958 3.02835  0.16
H: 0.31775 1.38663 4.21739  0.08
H: -0.20305 1.87790 1.91767  0.11
H: 0.88213 -0.28532 4.14235  0.07
H: 2.73804 -2.12190 -4.12667  0.08
H: 1.65579 -3.84488 -5.58546  0.12
H: -5.15883 2.73512 1.89287  0.00
H: -0.60414 -0.55794 -1.69122  0.12

Results
Spin multiplicity: 1
SMILES: C[C@@H](C(=O)O)c1cc(/C=C/S(C)(=O)=O)cc(C(=O)c2ccccc2)c1
HOMO energy in Eh: -0.344
Energy relative to the best compared isomer or geometry (same formula, charge and spin) in kJ/mol: 50.0
Kohn-Sham gap in eV: 8.4
Strongest force on any atom in eV Å⁻¹: 5.46

=====

Computed, not measured: a structure of composition C19H19AsAuN3O2, with ωB97M-V/def2-TZVPD.

Each line ends with the Löwdin spin population.
Element x y z (Å)
Au: -0.57646 -1.09807 0.15572  0.50
As: -0.92413 -2.15815 -2.03223  0.06
O: -1.77985 1.24825 7.66386  0.01
O: 0.19284 0.04848 7.85369  0.01
N: 1.35444 -1.90477 1.02614  0.13
N: -0.48237 -0.31357 2.16100  0.05
N: -2.35268 0.29359 0.34146  0.13
C: -4.34718 2.14407 0.78924  0.00
C: 0.49071 -0.75861 2.96428  0.03
C: -2.48863 0.84949 1.55938  0.01
C: -1.50862 0.42783 2.59505  0.03
C: -1.60956 0.76564 3.94200  0.09
C: 0.46391 -0.46634 4.32538  0.09
C: 2.72765 -1.90729 2.96553  0.01
C: 1.56176 -1.55485 2.30975  0.01
C: 0.25410 -3.62168 -2.47192  0.01
C: -0.81297 -0.98129 -3.55564  0.01
C: -4.19695 1.56748 -0.45970  0.00
C: -0.60091 0.28662 4.72745  0.69
C: -0.79085 0.65703 7.77823  0.02
C: 3.69422 -2.63835 2.28927  0.00
C: -3.18025 0.64712 -0.63988  0.01
C: -2.68569 -2.94350 -2.10446  0.01
C: -3.47925 1.78306 1.80959  0.01
C: 2.28397 -2.60151 0.37630  0.01
C: 3.47089 -2.99275 0.97129  0.00
H: -0.16544 -4.14959 -3.32763  0.00
H: 0.33648 -4.30824 -1.63190  0.00
H: -2.83680 -3.39292 -3.08508  0.00
H: -2.42837 1.34638 4.34229  0.01
H: -3.57123 2.24008 2.78355  0.00
H: -1.54240 -0.17849 -3.46991  0.00
H: -1.01639 -1.56025 -4.45565  0.00
H: -3.44686 -2.18513 -1.93570  0.00
H: 1.21544 -0.81931 5.01725  0.01
H: -2.77100 -3.70948 -1.33594  0.00
H: 1.23705 -3.24153 -2.74505  0.00
H: -4.84656 1.82399 -1.28401  0.00
H: -5.12477 2.87354 0.97037  0.00
H: 4.61117 -2.91941 2.78903  0.00
H: 2.89557 -1.60739 3.98912  0.00
H: -3.01817 0.18060 -1.60197  0.00
H: 4.19761 -3.55680 0.40477  0.00
H: 2.06895 -2.85063 -0.65251  0.00
H: 0.18428 -0.55025 -3.61568  0.00

Results
Spin multiplicity: 3
HOMO energy (alpha / beta) in Eh: -0.536 / -0.566
Total charge: +2
Kohn-Sham gap (alpha / beta) in eV: 7.7 / 7.6
Strongest force on any atom in eV Å⁻¹: 0.10

=====

The energy results, record by record, are as follows: -1509.095458, -3421.068077 Ha.